21
Properties=species:S:1:pos:R:3:mulliken_charge:R:1 method="wB97M-V/def2-TZVPD" lumo_energy_ev=0.492 total_energy_ha=-424.1430 e_above_lowest_kcal_mol=158.7
C 1.77629 -0.27428 -0.01865 0.211
C 0.62018 -1.26374 0.33588 -0.846
C -0.74794 -0.76562 0.39263 0.324
C -1.82506 -1.02833 -0.58498 -0.840
C -1.45205 1.15429 -0.44968 -0.915
C -0.53523 0.61093 0.70049 -0.005
C 1.09658 1.09804 0.46582 -0.990
H 2.05193 1.13767 -1.68381 0.336
H 2.79930 -0.32786 0.57336 0.219
H 0.97500 -1.67166 1.37764 0.274
H 0.57196 -2.28032 -0.23025 0.393
H -1.09990 -0.95743 1.54965 0.200
H -1.27967 -0.99298 -1.49647 0.561
H -2.40202 -1.96049 -0.21204 0.290
H -0.61339 0.96140 -1.12977 0.497
H -1.61441 2.36427 -0.39879 0.261
H -0.88989 0.91497 1.83260 0.481
H 1.31307 1.39518 1.49385 0.300
H 1.48077 1.85256 -0.25377 0.233
O 2.17954 -0.17165 -1.47794 -0.564
O -2.40505 0.20505 -0.78576 -0.421

48
Properties=species:S:1:pos:R:3:mulliken_charge:R:1 method="wB97M-V/def2-TZVPD" lumo_energy_ev=-0.171 total_energy_ha=-2494.4135 e_above_lowest_kcal_mol=18.0
Pt 0.16661 0.16647 0.70652 0.636
Cl -7.07644 -0.26575 1.10284 -0.234
C -5.37364 -0.42727 0.76044 0.264
C -4.78360 -1.70179 0.80100 -0.662
C -3.44649 -1.85148 0.51983 0.451
Cl -2.71244 -3.42660 0.57774 -0.202
C -2.63893 -0.74446 0.19498 0.072
O -1.38898 -0.80453 -0.13088 -0.994
C -3.26397 0.52156 0.17421 0.993
C -2.44509 1.69961 -0.13935 -0.049
O -1.21692 1.74477 -0.15163 -0.617
C -4.62210 0.67351 0.44222 -0.945
H -5.37828 -2.56947 1.05200 0.443
H -3.02802 2.61532 -0.34555 0.338
H -5.07804 1.65750 0.39343 0.375
C 5.92178 1.92509 -0.33334 -0.396
C 5.04639 2.98712 -0.15651 -0.694
C 3.81304 2.78070 0.44499 -0.350
C 3.45248 1.50479 0.87127 0.465
C 4.33095 0.43907 0.68509 -0.484
C 5.56387 0.65095 0.08726 -0.709
P 1.85294 1.19620 1.65961 0.959
C 1.45806 2.73041 2.53058 0.280
C 2.06795 3.03578 3.74571 -0.206
C 1.75421 4.21581 4.40265 -0.649
C 0.83556 5.09791 3.84360 -0.461
C 0.22672 4.79776 2.63458 -0.716
C 0.53165 3.60979 1.97596 -0.132
C 1.94135 -0.19532 2.78972 0.147
C 2.65256 -0.70088 3.87121 -0.215
C 2.23232 -1.91476 4.39703 -0.670
C 1.14486 -2.59730 3.83826 -0.449
C 0.45033 -2.10134 2.74010 -0.521
C 0.86562 -0.87880 2.22603 -0.497
H 6.88570 2.09031 -0.79768 0.376
H 5.32398 3.98057 -0.48455 0.389
H 3.13766 3.61554 0.59274 0.371
H 4.04777 -0.55458 1.00851 0.419
H 6.24487 -0.17856 -0.05135 0.384
H 2.78108 2.34848 4.18288 0.254
H 2.22102 4.44608 5.35155 0.403
H 0.58850 6.01726 4.35942 0.375
H -0.50113 5.47699 2.20715 0.414
H 0.02328 3.35226 1.04698 0.411
H 3.50675 -0.17952 4.28731 0.437
H 2.75236 -2.34481 5.24351 0.385
H 0.84327 -3.54507 4.26833 0.391
H -0.36837 -2.65086 2.30019 0.420

81
Properties=species:S:1:pos:R:3:mulliken_charge:R:1 method="wB97M-V/def2-TZVPD" lumo_energy_ev=2.165 total_energy_ha=-5657.8406 charge=-1
C -6.58298 0.93236 2.89429 -1.061
C -5.90243 -0.41844 2.68205 -0.317
O -4.54761 -0.38546 3.07994 -0.440
C -3.61928 -0.73203 2.06869 -1.093
C -3.40581 0.37683 1.03318 0.030
O -2.12351 0.92737 1.13753 -0.465
P -1.25364 1.34142 -0.30634 0.416
C -0.15638 1.93809 -1.84064 -1.014
C -0.86272 1.81629 -3.11761 0.213
O -0.75236 0.97190 -3.95818 -0.508
Br -2.18474 3.23826 -3.42603 -0.233
C -1.00492 -0.49230 -0.80168 -0.710
C 0.33868 -1.18831 -0.56155 1.643
C 0.37770 -2.66123 -0.58210 -1.285
O 0.49364 -1.85209 0.65961 -0.626
O -1.70018 3.15236 -0.02019 -0.485
C -2.62602 3.43028 0.87125 -0.329
O -3.81977 3.44974 0.63195 -0.659
C -2.15186 3.80938 2.24377 0.856
C -1.21553 4.80942 2.41811 0.012
C -0.80783 5.17033 3.69189 -0.724
C -1.32770 4.51952 4.79116 -0.470
C -2.26395 3.51633 4.61655 -0.636
C -2.68174 3.16570 3.35028 -0.307
P 0.66229 1.48768 0.93389 0.250
C 1.22827 3.20970 0.70459 -1.065
O 0.19973 1.60276 2.52019 -0.585
H -6.01537 1.49693 3.63138 0.210
H -6.59279 1.51805 1.97754 0.287
H -7.60555 0.81066 3.24657 0.375
H -6.41572 -1.19082 3.26158 0.468
H -5.96950 -0.70171 1.62925 0.254
H -3.94962 -1.65166 1.57129 0.409
H -2.66927 -0.95114 2.55076 0.291
H -3.59270 -0.01680 0.02858 0.563
H -4.15779 1.15364 1.20342 0.139
H -2.42335 1.34435 -1.10684 0.194
H 0.07616 2.98663 -1.67174 0.626
H 0.77771 1.38071 -1.91440 0.327
H -1.18429 -0.58882 -1.87819 0.277
H -1.72043 -1.13779 -0.28940 0.339
H 1.21740 -0.68413 -0.97525 -0.146
H 1.32840 -3.17321 -0.64553 0.361
H -0.55939 -3.20320 -0.56873 0.323
H -0.80266 5.29617 1.54616 0.471
H -0.07007 5.95089 3.81617 0.387
H -0.99402 4.78846 5.78371 0.378
H -2.67178 3.00145 5.47544 0.425
H -3.40388 2.37390 3.20712 0.357
H 2.14173 3.17281 0.10875 0.305
H 0.51090 3.85509 0.20594 0.160
H 1.48152 3.64719 1.66927 0.446
H -0.10366 0.73098 2.79361 0.323
C 6.65261 -3.46269 0.39578 -1.066
C 6.27459 -2.16293 1.07030 -0.229
O 6.01977 -1.12548 0.09943 -0.353
C 4.81019 -1.14187 -0.44043 0.208
O 3.92275 -1.90905 -0.23485 -0.393
C 4.63477 0.04438 -1.41183 0.943
F 5.65687 0.13395 -2.26891 -0.289
F 4.54807 1.19188 -0.73546 -0.277
F 3.50564 -0.13194 -2.08926 -0.174
H 7.50893 -3.31579 -0.26298 0.312
H 6.91384 -4.20680 1.14776 0.365
H 5.82515 -3.84918 -0.19770 0.269
H 7.09191 -1.77795 1.67580 0.342
H 5.39783 -2.27921 1.70546 0.306
C 0.61472 -1.83705 -4.49712 -1.163
C 1.92172 -2.31797 -3.91097 0.361
O 1.84834 -3.72080 -3.54619 -0.247
C 2.04356 -4.59098 -4.51096 0.268
O 2.29006 -4.38300 -5.66282 -0.544
C 1.96427 -6.02188 -3.93193 0.911
F 0.92746 -6.16547 -3.10607 -0.241
F 3.08725 -6.29155 -3.24856 -0.255
F 1.85091 -6.91325 -4.91242 -0.253
H -0.20415 -2.02113 -3.80280 0.252
H 0.66328 -0.76595 -4.68324 0.370
H 0.39350 -2.34532 -5.43624 0.443
H 2.13684 -1.80404 -2.98066 -0.305
H 2.75799 -2.17344 -4.59416 0.480

26
Properties=species:S:1:pos:R:3:mulliken_charge:R:1 method="wB97M-V/def2-TZVPD" lumo_energy_ev=3.095 total_energy_ha=-1201.7384 charge=-1 e_above_lowest_kcal_mol=12.3
C -2.17897 0.28332 0.58516 -0.506
C -2.49659 -1.19745 0.70976 -0.659
S -1.08010 -2.26394 1.14392 -0.195
C -1.66173 0.82506 -0.72680 -0.818
N -0.36326 0.23609 -1.14703 -0.164
C 0.74923 0.68183 -0.31708 -0.892
C 2.06309 0.60746 -1.11041 -0.727
S 3.53048 1.10525 -0.19413 -0.581
H -3.11519 0.80311 0.72795 0.415
H -1.55550 0.57091 1.43304 0.226
H -3.19525 -1.37085 1.52328 0.337
H -2.89573 -1.65925 -0.18769 0.342
H -0.21530 -1.68545 0.31836 0.067
H -1.50355 1.90878 -0.64098 0.372
H -2.30723 0.65134 -1.59153 0.446
H -0.17633 0.51296 -2.10248 0.325
H 0.88002 0.14917 0.62828 0.413
H 0.66890 1.72771 0.02841 0.430
H 1.88446 1.23244 -2.00133 0.244
H 2.14103 -0.39097 -1.56153 0.077
H 1.15585 -2.10551 -1.30876 0.283
H 2.16584 -3.13100 -0.85686 0.332
O 1.27690 -2.82064 -0.66929 -0.665
H 1.81654 1.97577 1.74638 0.280
H 2.50208 1.30723 2.86738 0.333
O 1.91031 2.04663 2.70400 -0.715

16
Properties=species:S:1:pos:R:3:mulliken_charge:R:1 method="wB97M-V/def2-TZVPD" lumo_energy_ev=-1.306 total_energy_ha=-1153.6381 e_above_lowest_kcal_mol=63.4
C 1.01796 -0.66305 1.05519 -0.518
C 1.10456 0.47824 0.39627 -0.380
C -0.14899 -1.51459 1.03030 0.410
C -0.79789 -0.41357 -1.07628 -0.719
C 0.00513 0.79461 -0.58309 0.210
C -1.53335 -1.14396 0.63831 0.306
N -0.14763 -2.84130 1.08723 -0.315
N -2.22375 -2.35232 0.61591 -0.243
N -1.41192 -3.28644 0.85291 -0.418
Cl 0.90744 1.61269 -1.98484 -0.199
I -2.89904 0.09526 1.68246 0.148
H 1.88695 -1.11800 1.56298 0.376
H 1.90120 1.25870 0.50259 0.351
H -1.64975 -0.18986 -1.73102 0.381
H -0.10446 -1.15932 -1.62719 0.332
H -0.60641 1.73705 -0.14994 0.278

87
Properties=species:S:1:pos:R:3:mulliken_charge:R:1 method="wB97M-V/def2-TZVPD" lumo_energy_ev="-1.966 / -3.042" total_energy_ha=-16922.6813 s2=2.02 spin_multiplicity=3 e_above_lowest_kcal_mol=0.0
W -1.49170 -1.22685 -0.46760 1.146
O -4.77610 1.08247 -0.11487 -0.750
As -4.18823 -0.29859 -1.13215 0.068
O -3.03412 -1.67555 0.15090 -0.670
O -2.50277 0.34957 -0.82487 0.294
C -3.77151 0.56516 -2.80652 0.054
C -4.56715 1.59743 -3.24831 -0.347
C -4.22622 2.38828 -4.34906 -0.718
C -3.05978 2.14332 -5.04253 -0.789
C -2.24652 1.08659 -4.64508 -0.582
C -2.58718 0.30450 -3.55695 0.205
S -1.38697 -0.99380 -3.21366 1.924
O -2.14791 -1.95594 -2.33630 -0.822
O -0.80448 -1.47831 -4.40955 -0.601
O -0.43158 -0.53759 -2.15212 -0.447
H -5.73565 1.00804 -0.03006 0.294
H -5.47715 1.83291 -2.70585 0.321
H -4.87634 3.20089 -4.64798 0.408
H -2.78171 2.75177 -5.89213 0.428
H -1.34471 0.85618 -5.19993 0.510
C -2.83295 -1.63832 4.53769 -0.708
C -1.44473 -1.70953 4.52423 -1.909
C -0.72190 -0.96949 3.59314 -0.965
C -1.35052 -0.11987 2.69982 0.408
C -2.73567 -0.03079 2.74192 -0.990
C -3.47531 -0.79531 3.64004 -0.785
H -3.40251 -2.21581 5.25576 0.478
H -0.91611 -2.30365 5.26404 1.093
H 0.34998 -1.06825 3.58842 1.174
H -3.26759 0.62189 2.05896 0.265
H -4.55620 -0.72505 3.63263 0.481
O 2.90262 -1.94800 1.16226 0.651
C 4.02390 -2.67609 0.69833 -1.107
N 4.74183 -2.00385 -0.35417 0.068
C 4.43680 -2.00898 -1.68721 -0.030
O 5.10059 -1.39729 -2.50172 -0.668
C 3.26031 -2.83853 -2.09546 0.044
C 3.38833 -3.88019 -3.00751 -0.284
C 2.24809 -4.56557 -3.39567 -0.759
C 1.01942 -4.17232 -2.87136 -0.738
N 0.89782 -3.17087 -2.00699 0.111
C 1.99559 -2.52301 -1.64212 0.421
H 3.05735 -1.62151 2.05760 -0.288
H 3.66883 -3.63425 0.32624 0.385
H 4.72396 -2.85656 1.51375 0.367
H 5.45456 -1.33476 -0.10361 0.304
H 4.36250 -4.13255 -3.40779 0.512
H 2.30168 -5.38143 -4.10377 0.421
H 0.10341 -4.67517 -3.16135 0.512
H 1.85807 -1.70013 -0.94981 0.306
C -2.59720 4.85907 2.21227 -0.611
C -2.69429 4.39976 0.90809 -1.208
C -2.05670 3.22510 0.52750 0.389
C -1.33634 2.48885 1.45717 0.428
C -1.25643 2.94707 2.77005 -0.137
C -1.86932 4.13163 3.14492 -0.932
As -0.36040 0.83422 1.04310 3.419
C 0.57661 1.61907 -0.62416 0.619
C 0.04344 2.08234 -1.82161 -0.646
C 0.87510 2.48470 -2.85456 -1.038
C 2.25639 2.39091 -2.71748 -1.453
C 2.80008 1.94223 -1.52781 -0.250
C 1.95677 1.58195 -0.47538 0.357
C 2.43275 1.25205 0.88682 0.099
C 3.76308 1.34491 1.28666 -0.542
C 4.10439 1.19370 2.62093 -1.045
C 3.11441 0.99524 3.57402 -0.952
C 1.78812 0.88640 3.17674 -1.035
C 1.44551 0.96105 1.83037 0.763
H -3.08953 5.77844 2.50436 0.389
H -3.27145 4.95383 0.17852 0.444
H -2.15712 2.87539 -0.48618 0.162
H -0.71215 2.37643 3.51393 0.217
H -1.78474 4.48235 4.16612 0.443
H -1.02556 2.09538 -1.98096 0.223
H 0.44466 2.85156 -3.77955 0.491
H 2.90622 2.67367 -3.53607 0.401
H 3.87664 1.88743 -1.42218 0.380
H 4.53500 1.56645 0.56119 0.478
H 5.14107 1.27550 2.92547 0.418
H 3.37085 0.93949 4.62452 0.446
H 1.02833 0.77663 3.93664 0.439
Se 2.61071 -2.76664 4.01087 -0.500
Sb 0.79878 -3.83885 2.89788 1.141
Se -1.25008 -4.64669 4.02438 -0.123
Se 2.20266 -5.65653 2.16207 -0.368
Se -0.36468 -2.76934 0.89969 0.001